# 1
Molecular formula: C36H54CaO18
Method: DFT, wB97M-V/def2-TZVPD

Output
- Kohn-Sham gap (eV) = 5.6
- F_max (eV/A) = 4.7
- relative energy (zero: lowest compared OMol25 entry of this formula, charge and spin) (eV) = 1.045
- molar mass (g mol⁻¹) = 814.89
- total energy (Ha) = -3435.52011
- total charge = +2
- highest occupied orbital energy (eV) = -13.506

Element x y z (Å)
Ca (0.1522, -0.0741, 0.3080)
O (1.5313, 2.6744, 3.7292)
C (1.8041, 3.5022, 4.5922)
O (1.3989, 3.4680, 5.8356)
C (1.8589, 4.6464, 6.5614)
C (2.2231, 5.6296, 5.4522)
C (2.6453, 4.7693, 4.2556)
H (2.6104, 4.3088, 7.2751)
H (1.1091, 5.1163, 7.1978)
H (2.9071, 6.3154, 5.9521)
H (1.3541, 6.2293, 5.1816)
H (3.7187, 4.5857, 4.3011)
H (2.3512, 5.3812, 3.4028)
O (-2.6100, 0.0857, 3.7433)
C (-3.2684, 0.1834, 4.7814)
O (-3.5682, -0.8644, 5.5672)
C (-4.1520, -0.3516, 6.7607)
C (-4.0469, 1.1367, 6.8054)
C (-3.8459, 1.4484, 5.3635)
H (-3.6574, -0.8982, 7.5637)
H (-5.1749, -0.7278, 6.7772)
H (-3.2474, 1.3988, 7.4984)
H (-4.9268, 1.5437, 7.3037)
H (-3.2521, 2.3477, 5.2000)
H (-4.7901, 1.6800, 4.8706)
O (-3.3280, -2.3404, -1.3382)
C (-4.1729, -3.1134, -1.7095)
O (-4.6306, -4.0570, -0.8776)
C (-5.7971, -4.7182, -1.4634)
C (-5.5714, -4.4477, -2.9511)
C (-4.9198, -3.0584, -3.0138)
H (-6.8084, -4.4433, -1.1637)
H (-5.6340, -5.7845, -1.3070)
H (-6.4865, -4.5362, -3.5366)
H (-4.8957, -5.1950, -3.3672)
H (-5.5570, -2.1838, -2.8826)
H (-4.2251, -2.9852, -3.8505)
O (4.1939, -2.1561, 1.4156)
C (5.0663, -3.0432, 1.5423)
O (6.0403, -2.9128, 2.3726)
C (6.9343, -3.9467, 2.4989)
C (6.1525, -5.0843, 1.9093)
C (5.1618, -4.4404, 0.9983)
H (7.3304, -4.0966, 3.5032)
H (7.7141, -3.5848, 1.8288)
H (5.6269, -5.4698, 2.7829)
H (6.7146, -5.7662, 1.2712)
H (4.1705, -4.8934, 1.0172)
H (5.5114, -4.3064, -0.0253)
O (-0.1956, -4.2475, 2.3402)
C (-0.4899, -5.1130, 3.2162)
O (0.4176, -5.6975, 4.0197)
C (-0.1865, -6.6724, 4.9255)
C (-1.7344, -6.4556, 4.8650)
C (-1.9062, -5.7414, 3.4902)
H (0.0242, -6.4423, 5.9699)
H (0.0850, -7.7022, 4.6932)
H (-2.0743, -5.8935, 5.7348)
H (-2.1815, -7.4434, 4.7538)
H (-2.5956, -4.8983, 3.4453)
H (-2.1800, -6.3526, 2.6302)
O (1.6390, -2.8422, -2.9793)
C (1.7704, -3.7146, -3.8096)
O (2.5476, -3.6415, -4.9211)
C (2.2506, -4.6690, -5.8791)
C (1.3032, -5.6195, -5.2140)
C (1.1102, -5.1582, -3.8547)
H (3.1187, -5.2671, -6.1562)
H (1.8323, -4.3074, -6.8184)
H (1.4578, -6.6983, -5.1954)
H (0.2857, -5.4941, -5.5842)
H (1.4688, -5.8375, -3.0814)
H (0.0644, -4.9570, -3.6223)
O (-2.1596, 4.0000, 0.0500)
C (-2.7310, 4.9915, -0.3406)
O (-3.9829, 4.9596, -0.7011)
C (-4.4706, 6.2102, -1.1168)
C (-3.2191, 7.0211, -1.5499)
C (-2.1427, 6.3403, -0.6937)
H (-5.0043, 6.6547, -0.2767)
H (-5.1302, 6.1812, -1.9841)
H (-3.3227, 8.0935, -1.3843)
H (-3.0455, 6.8926, -2.6183)
H (-1.9324, 6.8573, 0.2425)
H (-1.1847, 6.1490, -1.1772)
O (-0.7935, 1.6472, -4.2484)
C (-0.4839, 2.0572, -5.3678)
O (0.4369, 1.5213, -6.1652)
C (0.4186, 1.9823, -7.4534)
C (-1.0192, 2.4484, -7.5359)
C (-1.2693, 3.0341, -6.2031)
H (0.7104, 1.1360, -8.0753)
H (1.1637, 2.7596, -7.6231)
H (-1.6741, 1.6925, -7.9694)
H (-1.1897, 3.2742, -8.2266)
H (-2.3461, 3.1015, -6.0478)
H (-0.7546, 3.9950, -6.1980)
O (2.9497, 3.0272, -1.6196)
C (3.5579, 3.9988, -1.9464)
O (3.3831, 5.2483, -1.3957)
C (4.2794, 6.1943, -1.8332)
C (4.6568, 5.6386, -3.2747)
C (4.5467, 4.0955, -3.0473)
H (5.1327, 6.1563, -1.1560)
H (3.8250, 7.1826, -1.7625)
H (5.6203, 5.9903, -3.6436)
H (3.8387, 6.0729, -3.8493)
H (5.4941, 3.6714, -2.7149)
H (4.2953, 3.6182, -3.9945)

# 2
Molecular formula: C36H54I2N2O12P2
Method: DFT, wB97M-V/def2-TZVPD

Output
- Kohn-Sham gap (eV) = 7.6
- F_max (eV/A) = 4.6
- molar mass (g mol⁻¹) = 1022.59
- total energy (Ha) = -3694.65940
- total charge = 0
- highest occupied orbital energy (eV) = -8.168
- structure (SMILES) = CCC(=O)OCCc1cc(Cc2ccccc2C)c(C[C@@H](C)O)c2nc(/C(I)=C(/C)I)c(CCCO)nc12.COP(=O)(OC)OC.COP(=O)(OC)OC

Element x y z (Å)
C (2.4723, -4.4444, 2.9578)
C (3.6413, -4.3923, 1.8708)
C (3.0285, -3.9729, 0.4787)
O (3.0838, -4.6746, -0.5296)
O (2.3444, -2.7470, 0.3818)
C (3.3141, -1.6460, 0.4400)
C (2.8230, -0.6202, 1.5347)
C (1.9473, 0.5436, 0.9414)
C (0.5290, 0.3146, 0.8169)
C (-0.3419, 1.4402, 0.2813)
C (-1.8745, 1.1258, 0.2195)
C (-2.2968, 0.6617, 1.6786)
C (-2.8101, -0.6825, 1.9874)
C (-3.2150, -1.0747, 3.3601)
C (-3.1048, -0.1452, 4.5111)
C (-2.5578, 1.2063, 4.2079)
C (-2.1681, 1.5973, 2.8350)
C (-1.6160, 3.0737, 2.6848)
C (0.2648, 2.7261, -0.1024)
C (-0.6299, 3.9140, -0.6234)
C (-0.2069, 4.4737, -2.0438)
C (-1.4643, 4.7412, -3.0089)
O (0.4850, 5.7469, -1.9777)
C (1.7622, 2.9141, 0.0436)
N (2.2703, 4.1583, -0.3026)
C (3.6191, 4.2533, -0.1683)
C (4.2812, 5.5946, -0.5722)
I (4.1908, 7.2999, 0.7365)
C (4.9503, 5.7046, -1.7568)
C (5.6235, 7.0750, -2.1940)
I (5.1196, 4.0301, -3.0945)
C (4.4508, 3.1221, 0.3528)
C (6.0131, 3.3759, 0.4676)
C (6.7184, 2.4212, 1.5121)
C (8.2928, 2.5333, 1.2506)
O (8.6912, 1.2881, 0.6380)
N (4.0110, 1.8957, 0.7519)
C (2.6335, 1.8391, 0.5532)
H (2.5501, -3.6138, 3.7158)
H (2.5621, -5.4130, 3.5268)
H (1.4444, -4.4022, 2.4962)
H (4.1393, -5.3943, 1.7335)
H (4.3927, -3.6010, 2.1516)
H (4.3546, -2.0353, 0.6508)
H (3.3196, -1.1703, -0.5754)
H (2.2772, -1.1996, 2.3304)
H (3.7507, -0.2145, 2.0422)
H (0.0991, -0.6678, 1.1469)
H (-2.0230, 0.2522, -0.4843)
H (-2.5278, 2.0015, -0.0199)
H (-2.9505, -1.4534, 1.1786)
H (-3.6114, -2.0944, 3.5892)
H (-3.4090, -0.4440, 5.5438)
H (-2.4804, 1.9304, 5.0547)
H (-0.5105, 2.9729, 2.4624)
H (-1.7267, 3.6226, 3.6643)
H (-2.1614, 3.6195, 1.8630)
H (-0.5402, 4.7220, 0.1711)
H (-1.7179, 3.6568, -0.6748)
H (0.4405, 3.7388, -2.6038)
H (-1.3821, 5.7962, -3.4116)
H (-1.4334, 4.0822, -3.9288)
H (-2.4484, 4.6921, -2.4716)
H (0.4270, 6.1064, -1.0776)
H (6.3413, 7.4433, -1.4162)
H (6.1554, 6.9200, -3.1740)
H (4.7717, 7.8076, -2.2828)
H (6.1772, 4.4351, 0.8244)
H (6.4806, 3.2631, -0.5555)
H (6.4996, 2.8314, 2.5392)
H (6.3943, 1.3511, 1.4521)
H (8.4694, 3.3939, 0.5384)
H (8.8353, 2.6768, 2.2235)
H (9.6593, 1.1951, 0.6918)
C (-1.9561, -6.1584, -3.0549)
O (-2.7659, -6.3545, -1.9026)
P (-2.5233, -5.4103, -0.6351)
O (-2.6796, -3.9736, -0.8944)
O (-1.0884, -5.8515, -0.0828)
C (0.0536, -5.0899, -0.4792)
O (-3.5236, -6.0086, 0.4413)
C (-3.5442, -7.4201, 0.6415)
H (-1.6560, -5.1143, -3.1624)
H (-1.0703, -6.7920, -2.9830)
H (-2.5270, -6.4530, -3.9347)
H (-0.1635, -4.0212, -0.4661)
H (0.3702, -5.3899, -1.4789)
H (0.8703, -5.2867, 0.2094)
H (-2.5349, -7.8128, 0.7764)
H (-4.0209, -7.9103, -0.2082)
H (-4.1251, -7.6316, 1.5384)
C (-5.9690, 0.8665, -2.5650)
O (-6.9553, 0.1542, -1.8308)
P (-6.5309, -1.2150, -1.1206)
O (-5.4352, -1.0969, -0.1553)
O (-6.2605, -2.2226, -2.3341)
C (-4.9166, -2.4008, -2.7820)
O (-7.9039, -1.7362, -0.5190)
C (-9.0580, -1.7357, -1.3559)
H (-4.9714, 0.7183, -2.1464)
H (-5.9867, 0.5350, -3.6050)
H (-6.2106, 1.9283, -2.5315)
H (-4.2231, -2.4662, -1.9425)
H (-4.6272, -1.5782, -3.4391)
H (-4.8649, -3.3320, -3.3454)
H (-8.8449, -2.2015, -2.3196)
H (-9.4074, -0.7138, -1.5087)
H (-9.8435, -2.3033, -0.8586)

# 3
Molecular formula: C36H54O27
Method: DFT, wB97M-V/def2-TZVPD

Output
- Kohn-Sham gap (eV) = 10.6
- F_max (eV/A) = 4.7
- relative energy (zero: lowest compared OMol25 entry of this formula, charge and spin) (eV) = 4.234
- molar mass (g mol⁻¹) = 918.80
- total energy (Ha) = -3435.65797
- total charge = 0
- highest occupied orbital energy (eV) = -10.571
- structure (SMILES) = C[C@H]1COC(=O)O1.C[C@H]1COC(=O)O1.C[C@H]1COC(=O)O1.C[C@H]1COC(=O)O1.C[C@H]1COC(=O)O1.C[C@H]1COC(=O)O1.C[C@H]1COC(=O)O1.C[C@H]1COC(=O)O1.C[C@H]1COC(=O)O1

Element x y z (Å)
C (16.7984, -11.7797, 1.7782)
C (16.0958, -11.0856, 2.9827)
C (15.8254, -9.5722, 2.7581)
O (14.4687, -9.5115, 2.9934)
C (13.9186, -10.7080, 3.3354)
O (12.7730, -10.8146, 3.6588)
O (14.8199, -11.7056, 3.1991)
H (16.2295, -11.5575, 0.8753)
H (16.9031, -12.8508, 1.9513)
H (17.7943, -11.3625, 1.6292)
H (16.7383, -11.1925, 3.8566)
H (16.1066, -9.1815, 1.7802)
H (16.3280, -9.0146, 3.5484)
C (11.3881, -11.4770, -2.3234)
C (10.0126, -12.1664, -2.4175)
C (9.8584, -13.3609, -1.4618)
O (8.6725, -12.9687, -0.7738)
C (8.2630, -11.7813, -1.1521)
O (7.2415, -11.3010, -0.7378)
O (8.9863, -11.2501, -2.1273)
H (11.4895, -10.8634, -1.4283)
H (11.5895, -10.8796, -3.2126)
H (12.2003, -12.2031, -2.2877)
H (9.8722, -12.4498, -3.4606)
H (10.6091, -13.3623, -0.6714)
H (9.8611, -14.3524, -1.9146)
C (8.8882, -5.3733, 2.6080)
C (8.3475, -4.4759, 1.4212)
C (8.4286, -5.0596, 0.0059)
O (7.0666, -5.0287, -0.3830)
C (6.2253, -4.6946, 0.6330)
O (5.0189, -4.7833, 0.6633)
O (6.9748, -4.3563, 1.7097)
H (9.9555, -5.1710, 2.6971)
H (8.7985, -6.4437, 2.4230)
H (8.3117, -5.2078, 3.5182)
H (8.8030, -3.4911, 1.5254)
H (8.8168, -6.0730, -0.0954)
H (9.0399, -4.3242, -0.5173)
C (19.5513, -17.2922, -2.8932)
C (20.0354, -18.3337, -3.9277)
C (18.8821, -19.2820, -4.3491)
O (19.0056, -19.4094, -5.6976)
C (19.8319, -18.4042, -6.1950)
O (19.9709, -18.1420, -7.3561)
O (20.3596, -17.7310, -5.1735)
H (19.2166, -17.7596, -1.9671)
H (18.7536, -16.6623, -3.2868)
H (20.3272, -16.5510, -2.7016)
H (20.7899, -19.0018, -3.5124)
H (17.9451, -18.8581, -3.9879)
H (19.1279, -20.2344, -3.8794)
C (27.5349, -14.3801, 2.0594)
C (26.3740, -13.4032, 1.8676)
C (25.2867, -13.9106, 0.9104)
O (24.0870, -13.5006, 1.5766)
C (24.3837, -13.2193, 2.8537)
O (23.5768, -12.9381, 3.7281)
O (25.7354, -13.3006, 3.0415)
H (27.1312, -15.3390, 2.3845)
H (28.2218, -14.0222, 2.8263)
H (28.1508, -14.4944, 1.1673)
H (26.6440, -12.4379, 1.4395)
H (25.3270, -14.9842, 0.7262)
H (25.3386, -13.5031, -0.0993)
C (21.8864, -6.6792, -0.6240)
C (21.4007, -7.0957, -1.9900)
C (22.3484, -8.1366, -2.6303)
O (21.3914, -9.1239, -3.0840)
C (20.1396, -8.7804, -2.7941)
O (19.1168, -9.3180, -3.2102)
O (20.1761, -7.7797, -1.8851)
H (21.2041, -5.9413, -0.2021)
H (22.9038, -6.2916, -0.6778)
H (21.8532, -7.5089, 0.0821)
H (21.2499, -6.2275, -2.6316)
H (23.0468, -8.5485, -1.9018)
H (22.8361, -7.6888, -3.4961)
C (11.9593, -8.4070, 9.4361)
C (13.2114, -9.2890, 9.5958)
C (14.4604, -8.5830, 9.2132)
O (15.2801, -8.7148, 10.3139)
C (14.5875, -9.1465, 11.3028)
O (15.0665, -9.2602, 12.3818)
O (13.3715, -9.4652, 10.9740)
H (11.1225, -8.8185, 10.0006)
H (11.6987, -8.2757, 8.3859)
H (12.0533, -7.4177, 9.8840)
H (13.1722, -10.2703, 9.1230)
H (14.2203, -7.5355, 9.0305)
H (14.9902, -8.9609, 8.3388)
C (20.1737, -3.2392, 10.9288)
C (19.2214, -4.1514, 10.0727)
C (17.9749, -3.4422, 9.4815)
O (18.2119, -3.5485, 8.0888)
C (19.2773, -4.2411, 7.8559)
O (19.6135, -4.5294, 6.7229)
O (19.9233, -4.5970, 8.9333)
H (21.1696, -3.6454, 11.1052)
H (19.7089, -3.0333, 11.8930)
H (20.2492, -2.2874, 10.4031)
H (18.9421, -4.9336, 10.7787)
H (17.8366, -2.3980, 9.7618)
H (17.1114, -3.9786, 9.8748)
C (13.1596, -17.1490, 5.5663)
C (14.5549, -17.2713, 6.2165)
C (15.6872, -16.9999, 5.2000)
O (16.4315, -16.0148, 5.8187)
C (15.8737, -15.5608, 6.9198)
O (16.1380, -14.4708, 7.4278)
O (14.7668, -16.2563, 7.1587)
H (12.9401, -18.1760, 5.2743)
H (13.0715, -16.4312, 4.7508)
H (12.4569, -16.8340, 6.3377)
H (14.6642, -18.2484, 6.6870)
H (15.1856, -16.7151, 4.2751)
H (16.3723, -17.8378, 5.0704)

# 4
Molecular formula: C36H55AsAuBrN4O3SSi3
Method: DFT, wB97M-V/def2-TZVPD

Output
- Kohn-Sham gap (eV) = 5.8
- F_max (eV/A) = 0.7
- relative energy (zero: lowest compared OMol25 entry of this formula, charge and spin) (eV) = 0.257
- molar mass (g mol⁻¹) = 1059.98
- total energy (Ha) = -8061.30539
- total charge = +2
- highest occupied orbital energy (eV) = -12.620

Element x y z (Å)
Au (-0.0198, 1.3244, 0.4270)
O (-0.2746, 5.5022, 1.8552)
C (-1.5222, 5.7370, 1.3637)
C (-1.9253, 7.0627, 1.2702)
C (-3.1886, 7.3697, 0.7952)
C (-4.0668, 6.3651, 0.4076)
C (-3.6599, 5.0470, 0.4953)
C (-2.3916, 4.7137, 0.9718)
C (-1.9853, 3.2684, 0.9825)
O (-0.9383, 3.0475, 0.0637)
N (-1.4770, 2.8728, 2.3130)
N (-1.3086, 1.4927, 2.2746)
C (-1.5322, 0.7619, 3.2874)
C (-1.5236, -0.6991, 3.2523)
Br (-1.9805, -1.4407, 1.5639)
C (-1.3846, -1.3824, 4.3970)
C (-1.4256, -2.7956, 4.7547)
C (-1.3687, -3.0808, 6.1252)
C (-1.4056, -4.3848, 6.5835)
C (-1.4947, -5.4305, 5.6738)
C (-1.5425, -5.1623, 4.3114)
C (-1.5082, -3.8577, 3.8479)
H (-0.1202, 4.5472, 1.8888)
H (-1.2369, 7.8364, 1.5830)
H (-3.4938, 8.4058, 0.7318)
H (-5.0545, 6.6104, 0.0432)
H (-4.3296, 4.2493, 0.1933)
H (-2.8477, 2.6467, 0.7098)
H (-2.1252, 3.1328, 3.0531)
H (-1.8104, 1.2352, 4.2300)
H (-1.2131, -0.7384, 5.2574)
H (-1.2994, -2.2664, 6.8365)
H (-1.3680, -4.5859, 7.6454)
H (-1.5280, -6.4530, 6.0256)
H (-1.6132, -5.9768, 3.6018)
H (-1.5361, -3.6845, 2.7846)
C (2.1478, -3.7550, 4.9069)
C (2.7476, -4.1495, 3.5608)
C (1.7743, -3.9952, 2.4005)
N (1.4387, -2.5734, 2.2243)
C (1.2399, -1.9134, 1.1157)
S (1.5943, -0.2015, 1.1790)
N (0.9919, -2.5507, -0.0499)
C (0.2212, -3.7462, -0.2217)
O (-0.4512, -4.1761, 0.6740)
C (0.3056, -4.3231, -1.5797)
C (1.4702, -4.2378, -2.3399)
C (1.5085, -4.8070, -3.6027)
C (0.3843, -5.4500, -4.1050)
C (-0.7724, -5.5468, -3.3401)
C (-0.8111, -4.9951, -2.0713)
H (2.8614, -3.9353, 5.7091)
H (1.2442, -4.3302, 5.1192)
H (1.8869, -2.6929, 4.9629)
H (3.0376, -5.2008, 3.5868)
H (3.6585, -3.5805, 3.3578)
H (0.8568, -4.5517, 2.5843)
H (2.2078, -4.3520, 1.4660)
H (1.4973, -2.0022, 3.0590)
H (1.1878, -2.0216, -0.8878)
H (2.3603, -3.7733, -1.9324)
H (2.4176, -4.7667, -4.1876)
H (0.4154, -5.8937, -5.0912)
H (-1.6389, -6.0623, -3.7313)
H (-1.6977, -5.0735, -1.4554)
C (4.1212, 1.9715, -1.7831)
Si (2.9038, 0.8123, -2.5691)
C (2.8437, 0.8580, -4.4279)
C (3.1960, -0.9558, -2.0714)
As (0.7292, 1.6088, -1.8838)
Si (-1.1535, 0.5741, -2.9680)
C (-1.0502, 1.1120, -4.7436)
C (-0.9762, -1.2683, -2.7570)
C (-2.6569, 1.1846, -2.0621)
Si (0.6362, 4.0136, -2.3518)
C (1.5429, 4.1350, -3.9784)
C (1.5799, 4.8931, -1.0202)
C (-1.1111, 4.5861, -2.6013)
H (5.1367, 1.6773, -2.0606)
H (4.0504, 1.9388, -0.6941)
H (3.9750, 3.0034, -2.1048)
H (3.8408, 0.5893, -4.7905)
H (2.5846, 1.8214, -4.8562)
H (2.1498, 0.1066, -4.8114)
H (4.1681, -1.2471, -2.4816)
H (2.4554, -1.6193, -2.5255)
H (3.2372, -1.1020, -0.9930)
H (-0.1162, 0.7895, -5.2069)
H (-1.1292, 2.1943, -4.8543)
H (-1.8721, 0.6603, -5.3053)
H (-0.0466, -1.6689, -3.1689)
H (-1.7999, -1.7753, -3.2677)
H (-1.0436, -1.5308, -1.6981)
H (-2.7252, 2.2726, -2.0436)
H (-2.6602, 0.8220, -1.0306)
H (-3.5525, 0.7914, -2.5516)
H (2.6044, 3.8995, -3.8991)
H (1.4675, 5.1810, -4.2922)
H (1.1023, 3.5297, -4.7720)
H (2.4475, 4.3264, -0.6778)
H (0.9598, 5.1325, -0.1579)
H (1.9502, 5.8321, -1.4424)
H (-1.6074, 4.0668, -3.4232)
H (-1.0523, 5.6427, -2.8836)
H (-1.7141, 4.5082, -1.7006)